(1)
# C6H15NO

A cluster of 2 separate species, C6H15NO in total (the ωB97M-V functional and the def2-TZVPD basis, OMol25).

The geometry in XYZ format:
```
23
Properties=species:S:1:pos:R:3:forces:R:3
H 1.886149 0.239515 2.215003 0.05 -0.15 0.02
H -0.428760 -1.513451 -1.014127 0.23 0.03 0.04
C -0.433949 -0.848647 -1.884233 -0.33 -0.08 0.31
C -0.117891 0.054854 2.112089 -0.03 0.33 -0.10
C -0.455041 1.339590 2.228207 -0.28 -0.05 0.04
H 1.309978 -1.300210 2.521808 0.15 0.12 -0.10
C -1.880128 1.828081 2.267836 0.03 -0.68 -0.05
H -2.106392 2.394373 3.172235 0.15 0.29 -0.14
O -1.058375 -1.556474 -2.952888 0.49 -0.17 -0.09
N 1.183696 -0.451265 1.984091 -0.21 -0.06 0.36
H 0.307958 2.111001 2.274688 0.17 -0.10 0.05
H -2.106423 2.407711 1.371513 -0.13 0.21 0.17
H 2.720641 0.503487 -1.448638 -0.05 0.16 0.04
C 0.957088 -0.397451 -2.269893 -0.02 0.04 -0.41
H 1.468009 -1.185641 -2.831238 -0.06 -0.15 0.25
H -0.893423 -0.700323 2.020103 0.01 0.00 0.11
H -2.568180 0.976936 2.294456 0.06 0.02 -0.15
C 1.780398 0.084595 -1.083307 0.25 0.13 -0.54
H -1.027264 0.031185 -1.596861 0.05 -0.12 -0.03
H 1.231978 0.859973 -0.548723 0.09 0.01 0.18
H 2.051063 -0.704675 -0.388987 -0.27 -0.10 0.03
H -1.894050 -1.158499 -3.162012 -0.46 0.25 -0.08
H 0.827028 0.407161 -3.002713 0.12 0.07 0.09
```
Positions in Å, forces in eV/Å.

Summary:
relative energy (zero: lowest compared OMol25 entry of this formula, charge and spin) = 171.5 kJ/mol
net charge = 0
spin multiplicity = 1

Results of the Löwdin charge analysis, in e, for atoms 1 through 6: H 0.086; H 0.112; C -0.289; C -0.245; C -0.189; H 0.083


(2)
# C5H7ClSe

An isolated molecule of C5H7ClSe at a distorted geometry (the ωB97M-V functional and the def2-TZVPD basis, OMol25).

The geometry in XYZ format:
```
14
Properties=species:S:1:pos:R:3:forces:R:3
H 2.430729 -1.311490 -0.346028 -0.43 -0.72 -0.05
Se 2.070924 1.104112 -0.002946 -0.14 -0.77 0.87
H 0.496641 -1.497481 1.322103 -0.54 0.70 -1.49
H -0.065526 1.962647 1.265011 0.76 -0.68 -2.55
Cl -3.036235 1.372058 -0.185232 0.53 -0.54 0.24
H -2.381486 -0.980250 0.163008 -1.04 0.23 -0.27
C 0.191907 -1.164993 0.255334 3.06 -1.36 0.95
H -0.111055 -2.084768 -0.264587 -0.74 0.39 0.23
H -0.020090 2.274796 -0.624796 -0.57 -1.23 0.98
H 1.383686 -0.434654 -1.577115 -0.38 -1.75 1.21
C -0.682139 0.001681 0.223985 2.08 4.81 -1.05
C -1.975303 0.019057 0.080128 -0.83 -0.89 0.12
C 0.200806 1.518181 0.185182 -2.26 -0.67 2.11
C 1.497145 -0.778897 -0.494047 0.51 2.47 -1.29
```
Positions in Å, forces in eV/Å.

Summary:
relative energy (zero: lowest compared OMol25 entry of this formula, charge and spin) = 58.4 kJ/mol
net charge = 0
spin multiplicity = 1

Results of the Löwdin charge analysis, in e, for atoms 1 through 6: H 0.043; Se 0.852; H 0.149; H 0.094; Cl 0.615; H 0.078


(3)
# C37H81BBrI3N16O37P2

A structure of composition C37H81BBrI3N16O37P2 at a distorted geometry (the ωB97M-V functional and the def2-TZVPD basis, OMol25).

The geometry in XYZ format:
```
178
Properties=species:S:1:pos:R:3:forces:R:3
H -5.697675 2.241194 0.318868 1.00 2.22 1.07
O -3.046147 1.894056 9.630225 -1.23 1.03 0.94
N -2.300078 5.292230 -7.622317 -0.10 1.03 -0.18
C -1.726548 0.095029 0.973741 9.18 3.31 0.13
H -8.362729 2.959610 -7.733756 0.12 -0.23 -0.01
C 6.013662 -1.958541 6.153101 0.14 0.13 0.29
H -6.606663 3.085385 -8.090977 -0.21 -0.22 -0.07
H -3.611095 1.051844 -11.466227 0.03 -0.22 0.12
H 4.539524 -0.994331 -1.188517 -0.96 0.83 1.64
O -3.099428 2.069955 -1.227775 0.46 1.71 2.08
C 6.089760 -4.733172 0.523675 0.67 2.27 -0.53
C 0.891613 1.994293 3.452431 -1.56 -0.51 1.45
O 0.970996 -2.963487 -12.713340 -1.21 -0.52 1.21
H -5.422456 1.648942 11.476734 -0.02 0.13 -0.22
H -9.495860 3.703651 -2.610254 -0.24 -0.03 0.05
C 5.193281 -0.614874 0.962640 -0.01 -1.10 -1.33
H 4.772169 -0.583387 2.053635 0.72 0.06 -2.15
O -1.767661 0.105036 -9.885402 -1.53 0.63 0.72
H -4.041814 -0.616771 -10.934769 0.16 0.20 -0.03
O -2.803329 5.959745 -6.711237 0.66 -0.68 -1.35
H 5.331204 -7.403053 -3.372937 0.15 0.01 0.22
H -11.237965 3.985819 -2.981324 0.20 -0.10 0.12
H -0.195325 3.989505 3.216018 -0.94 -2.48 0.01
O -1.959288 5.718672 -8.731782 -0.58 -0.46 1.67
N 7.369525 -7.034589 -3.062672 0.99 0.50 -0.25
H 3.801237 1.529266 0.352584 -1.46 -0.92 -0.98
O -8.070160 1.913546 0.288894 0.17 -1.67 -0.63
C 3.222231 0.815466 -0.352606 3.48 -2.88 -0.27
H -0.899594 1.439173 7.949950 -0.21 -0.09 -0.24
C -10.397843 3.294032 -3.069681 0.10 0.14 -0.29
O 0.328770 5.540455 6.821236 0.84 1.58 -0.26
C 0.640266 2.946402 -0.002075 1.58 -0.55 -0.01
H 1.754815 -4.803837 -0.203938 -0.23 -0.01 0.04
N 0.904023 2.765537 -1.468364 -5.79 -3.01 -3.56
H -7.227839 1.682476 -7.156526 -0.17 0.10 -0.15
O 5.002270 -10.968138 3.283697 0.70 1.55 0.64
C 1.781223 7.004457 7.893084 0.21 0.24 0.10
O -4.064298 3.645539 10.495557 0.26 -1.90 -0.63
I -2.319929 5.430349 1.565520 0.70 -0.55 -0.01
C 5.143082 -5.988779 6.001723 -0.16 0.14 -0.36
H 1.034516 -5.468087 -1.709645 -0.07 -0.06 0.31
H 5.305064 -2.584049 6.699967 -0.01 0.17 -0.19
H 6.967978 -4.784282 1.297154 -1.92 -0.16 -1.33
H -1.012849 3.647690 -7.463225 -0.22 0.02 -0.13
H 1.108703 7.115383 8.746075 0.13 -0.17 -0.15
H 7.116901 -9.824724 2.276281 -0.03 -0.14 0.20
I 1.763583 -0.773583 2.619953 0.18 0.69 0.11
O 2.994160 -5.893766 6.896171 1.59 -0.42 0.61
H 7.553644 -10.741843 3.766378 -0.16 0.08 -0.19
H 5.960324 -7.843531 -1.741243 -0.05 0.18 -0.19
N 0.494158 -6.452446 0.078229 -0.30 -0.89 0.55
H 4.640433 -3.419671 1.831406 1.02 -0.04 -1.92
H -1.328466 2.454737 2.698464 2.06 0.69 1.00
H 2.349131 -0.399138 -2.709439 1.18 1.17 -1.09
H -2.426351 3.608193 -6.355227 0.06 0.16 -0.25
H -2.041775 3.610647 -3.372808 0.10 1.99 0.52
O 5.263080 -5.957710 0.473673 -0.59 0.07 4.20
N -2.899489 0.495579 -9.576624 0.62 -0.02 0.57
C 4.001585 -0.663234 -0.204664 -0.06 -0.41 1.13
O -3.239577 0.935170 -8.472086 0.75 -0.59 -1.36
C -0.034164 2.095329 -2.180847 0.64 -5.64 0.24
B -3.038046 3.385761 -0.554707 -1.63 -1.61 0.32
O 0.963662 7.351475 5.739459 -0.14 -1.21 1.27
O -2.308610 0.229832 5.328414 1.48 0.32 0.97
N -10.756517 2.055042 -2.328087 -0.27 -0.82 0.30
H -6.179057 4.653577 -1.376765 1.89 -1.45 -0.42
O -0.203171 0.248017 5.976426 -1.58 0.20 -0.05
H 5.555441 -1.017361 5.842623 -0.07 -0.25 0.03
C 1.709844 3.968540 0.619289 0.57 0.28 0.74
H -2.634758 -0.485204 1.488323 2.65 1.50 -1.54
C 5.154394 -3.370005 0.780965 0.36 -0.79 0.54
H 1.798480 7.548379 1.114136 -1.35 -2.05 -1.02
O -0.695758 1.069375 -2.788171 5.18 8.79 4.24
C 1.088696 6.666086 0.731728 1.09 0.06 0.11
H -2.658103 3.286499 -8.107368 0.24 0.11 0.09
C 6.077709 -2.011597 0.706693 -0.17 0.49 -1.42
H 2.516514 6.216030 8.066759 -0.25 0.07 0.03
C -5.137249 3.169786 0.818288 0.78 -0.79 0.06
Br 2.341006 5.686839 -1.909707 -0.15 -0.21 1.08
O 0.460346 -7.507645 -0.565448 0.03 1.31 1.09
C -5.192488 4.019264 -1.545766 -0.63 0.88 -0.39
H 2.775561 1.761585 2.237559 -2.72 -0.73 -0.55
N -4.411886 4.027797 -0.239812 0.27 -1.88 -1.15
O -2.139602 6.777353 -1.155322 2.27 -0.64 -0.96
H -4.574925 4.583179 -2.368500 -1.16 -1.05 1.59
O -7.052011 0.162063 -0.576438 -1.06 1.03 0.66
C 1.629148 1.431165 2.166604 1.73 -0.50 0.55
P -1.214737 5.305350 -1.528785 0.98 2.32 -0.46
H 5.852221 0.331361 0.699229 -1.20 -1.98 0.77
H 7.445018 -8.949227 3.810249 -0.23 -0.20 -0.09
N 5.603992 -9.978439 3.716511 -0.96 -0.12 0.38
C -7.447430 2.403620 -7.946566 0.22 0.25 0.15
H -10.216159 3.039401 -4.115961 -0.09 -0.07 0.32
C 7.045152 -9.862804 3.365242 0.28 0.23 0.07
H -4.299867 2.682303 1.506249 -1.78 1.17 -1.06
H -5.043261 0.617618 10.055546 0.06 0.31 0.07
H 7.060141 -2.050647 1.350888 -2.16 -0.13 -0.98
C 1.045256 1.459705 0.682223 -2.93 -1.50 0.36
H 0.657169 -3.161414 -9.716800 -0.18 0.10 -0.15
H 3.941666 -8.442709 2.352117 -0.95 2.42 -0.86
O -0.708196 -4.025715 -11.761968 1.32 1.12 -0.17
C -3.944088 0.428414 -10.633982 -0.38 0.05 -0.01
H -9.049124 -1.114374 -0.151117 0.11 0.31 0.07
H -1.449369 7.530771 -1.183417 -1.59 -1.91 0.06
O -0.746078 3.074506 0.252541 1.26 0.72 0.21
H -1.095682 5.099076 -4.030714 -1.57 -0.66 1.99
C 0.852832 -5.213457 -0.663365 0.07 0.12 -0.31
H 5.887354 -5.254185 6.315753 -0.03 -0.25 0.05
H 4.306198 -3.427905 -0.033608 1.79 0.42 1.48
H 0.685239 1.153883 4.279671 0.79 1.83 -2.28
N 0.957755 6.600341 6.721635 -0.65 -0.28 -0.97
H 0.012710 -4.521669 -0.575009 0.21 -0.08 0.13
H -5.437536 2.950761 -1.959329 0.32 1.86 0.87
C 0.437578 -2.440270 -10.506840 0.17 0.23 0.15
N 4.180175 -6.159905 7.122985 -0.67 -0.09 0.66
H 2.768465 3.412248 0.623152 -2.48 1.10 -0.12
H 2.702049 -7.013365 2.670652 1.92 -0.59 -1.61
C -1.793164 1.253833 7.350174 0.19 -0.05 0.13
O 5.487299 1.124434 -2.369575 -1.32 0.39 0.35
O 5.498216 -2.982542 4.131340 1.45 0.40 1.08
H -2.251384 2.195014 7.039697 -0.02 -0.25 0.04
O 7.318482 -5.846934 -2.722419 0.22 -1.65 -0.54
H 3.195741 -1.515773 0.019977 1.72 2.10 -0.34
N -4.013254 2.457884 10.155305 0.73 0.88 0.00
C -1.587920 4.127964 -0.103184 -4.09 -0.78 -0.83
C 6.153847 -7.856086 -2.815753 -0.13 -0.33 -0.03
I 2.355411 3.299820 4.537502 -0.48 -0.53 -0.37
H 5.601149 -6.961207 5.809388 -0.05 0.23 0.08
N -1.401658 0.517138 6.118222 0.13 -0.42 -0.78
H -5.849752 3.840924 1.462761 1.29 -1.45 -1.30
P 3.775776 1.346064 -2.150827 -1.06 1.69 -2.23
N -8.019117 0.725891 -0.051359 0.65 0.43 -0.09
H 1.278346 -1.758505 -10.651252 -0.23 -0.22 -0.08
H -2.897162 5.337972 -3.534777 2.08 -1.36 0.87
H 6.550117 -4.586662 -0.551458 -0.97 -0.69 2.14
H 0.348340 7.161382 -0.014534 1.14 -1.25 1.57
H -0.477720 -1.884281 -10.294031 0.15 -0.20 0.01
C -9.234796 -0.095607 0.195560 -0.11 -0.42 -0.05
O -10.790329 0.999844 -2.971763 0.03 1.31 1.19
H -10.057438 0.357428 -0.361624 0.15 -0.01 0.27
H 4.601216 -5.636842 5.121343 0.14 -0.16 0.31
H -4.885323 0.801602 -10.224892 0.33 -0.07 -0.07
H 1.407109 4.148854 1.761989 0.71 -0.52 -2.49
C 3.520782 -7.412981 1.923181 0.98 -0.44 -0.56
O 4.642224 -6.556625 8.199101 -0.84 0.55 -1.31
C 2.009983 5.442098 0.046118 1.31 1.68 2.40
H -2.501761 0.628325 7.897041 0.15 0.19 -0.33
H 3.090881 5.710760 0.502846 -2.45 -0.93 -1.16
H -6.051576 2.089420 9.845040 0.15 0.02 0.21
C 4.829657 -6.376655 1.825093 1.32 0.91 4.20
O 2.926561 0.238194 -3.250707 0.47 -0.24 3.45
O -10.993919 2.176858 -1.120734 0.22 -0.30 -1.73
H 6.438306 -1.925274 -0.427689 -0.59 -0.17 2.38
O 7.603654 -2.964357 4.779352 -1.69 0.25 -0.02
H -9.428319 -0.083051 1.270071 -0.01 0.15 -0.21
C -0.469136 2.848287 3.387261 -0.37 0.99 1.21
O 5.395507 -6.011365 2.979427 -2.90 -1.79 -7.52
C -5.228933 1.636386 10.402223 -0.13 -0.33 -0.04
H 3.061578 -7.651999 0.868871 0.90 0.69 2.07
O 0.256756 -6.330631 1.285582 0.34 -0.35 -1.77
H -3.612847 1.393221 -0.696339 0.67 1.34 -0.99
C -0.409980 0.621286 0.821352 -8.79 -3.20 1.14
N 6.405167 -2.695236 4.921148 0.29 -0.53 -0.95
C -2.082705 3.843040 -7.364831 -0.04 -0.20 0.21
H 2.276793 7.950922 7.666893 -0.19 -0.26 -0.06
N -7.668505 1.639047 -9.203649 -0.41 -0.69 -0.78
H 6.907231 -1.773202 6.752876 -0.17 -0.11 -0.25
N 0.216502 -3.204844 -11.763923 -0.03 -0.49 -0.96
O 1.830116 0.589663 -0.178046 -0.29 1.84 0.56
O 8.336633 -7.598417 -3.587751 -1.28 1.02 0.78
C -1.902461 4.759460 -3.217824 -0.86 0.10 -1.83
H -0.938510 2.830854 4.487769 1.17 0.04 -2.31
O 5.117123 -9.079734 4.412349 0.46 -1.39 -0.94
O -6.914013 1.880403 -10.153066 -1.06 -0.48 1.07
H 0.621500 6.205715 1.696574 0.44 1.05 -1.98
H 5.812784 1.991035 -2.770436 -0.94 -1.65 0.79
H 6.339519 -8.874854 -3.162430 0.07 0.32 0.04
O -8.593204 0.818175 -9.201694 1.53 1.27 -0.18
```
Positions in Å, forces in eV/Å.

Summary:
net charge = 0
spin multiplicity = 1

Results of the Löwdin charge analysis, in e, for atoms 1 through 6: H 0.075; O 0.023; N -0.425; C 0.103; H 0.100; C 0.043


Per-record lowest unoccupied orbital energy, hartree: 0.03647; 0.02639; -0.01965
Per-record HOMO energy, Ha: -0.302; -0.300; -0.293